Entry 1:
Here is 8 unconnected molecules or ions with the total composition C33H66N6O15 from the Open Molecules 2025 dataset. Energies are from ωB97M-V with the def2-TZVPD basis set.

The geometry in XYZ format:
```
120
Properties=species:S:1:pos:R:3:forces:R:3:lowdin_charge:R:1
O 0.623095 -23.551344 -20.316934 0.1 -0.6 0.3 0.099
C 1.708251 -23.106817 -20.621536 1.2 1.3 -1.2 -0.324
C 2.059111 -21.700578 -20.685842 -0.7 0.2 0.8 0.071
C 3.233946 -21.237328 -21.150983 0.5 0.4 0.1 -0.227
O 3.525209 -19.957936 -21.069455 -0.3 0.4 0.2 0.085
C 4.314942 -22.135494 -21.701440 -0.6 -1.1 0.6 -0.308
O 5.347103 -21.677157 -22.122585 0.3 0.4 -0.3 0.117
C 4.009909 -23.560775 -21.592528 -0.4 -0.4 -0.5 0.070
C 2.825176 -23.993364 -21.133571 -0.4 -0.8 0.3 -0.226
O 2.533263 -25.302995 -21.127949 -0.1 0.2 0.1 0.097
H 1.354589 -21.013313 -20.227532 0.0 0.1 -0.1 0.122
H 4.374007 -19.647622 -21.462125 -0.1 -0.2 -0.4 0.084
H 4.608314 -24.341737 -22.045404 0.5 0.4 0.1 0.134
H 1.637273 -25.393348 -20.754737 0.0 0.1 -0.1 0.116
O 2.671466 -16.841806 -23.476827 0.1 0.2 0.3 0.109
C 2.700301 -15.716470 -23.918558 -0.5 0.1 -1.6 -0.314
C 1.915769 -15.307100 -25.093904 0.1 0.3 -0.2 0.081
C 1.974869 -14.051598 -25.573191 -1.3 0.2 0.2 -0.232
O 1.066297 -13.592690 -26.448591 0.6 -0.1 -0.5 0.100
C 2.834592 -12.986237 -24.979015 0.9 0.2 0.6 -0.338
O 2.918337 -11.858747 -25.431521 -0.7 -0.3 -0.6 0.112
C 3.571800 -13.360537 -23.798424 0.2 -0.6 0.0 0.064
C 3.537307 -14.626975 -23.332477 0.5 0.5 1.7 -0.211
O 4.158036 -14.996634 -22.200500 -0.1 0.2 -0.8 0.054
H 1.240032 -16.002983 -25.570985 0.0 -0.2 0.2 0.135
H 1.372011 -12.720975 -26.763135 -0.1 -0.1 0.2 0.122
H 4.195558 -12.590227 -23.364525 0.0 -0.1 0.1 0.134
H 4.533763 -14.187582 -21.762963 0.2 -0.5 0.6 0.076
C 1.994467 -17.133622 -20.526717 0.9 0.5 0.3 0.053
N 2.381217 -17.086903 -19.078927 -1.5 -0.7 0.3 -0.405
O 2.966630 -18.042650 -18.614357 0.3 0.3 -0.1 0.069
O 1.993404 -16.131637 -18.425118 0.1 -0.1 -0.1 0.028
H 1.370867 -16.267529 -20.719327 0.0 0.0 0.0 0.079
H 1.498439 -18.065803 -20.768821 0.2 -0.1 0.2 0.094
H 2.967059 -17.062857 -21.012384 -0.3 -0.1 -0.5 0.078
C -0.374298 -18.991758 -17.190460 0.5 0.0 0.8 -0.110
O -0.357671 -19.915920 -18.252115 0.0 -0.2 0.2 -0.218
C -0.688222 -21.225490 -17.818482 -0.7 -0.7 -0.3 -0.189
C -2.225117 -21.410718 -17.659440 0.1 -0.9 -1.6 -0.416
C -2.635327 -22.880921 -17.569575 0.4 -0.1 1.2 -0.075
N -2.884128 -20.888493 -18.863893 0.1 1.1 0.2 0.045
H -1.331342 -18.924336 -16.659877 -0.2 0.0 -0.3 0.094
H -0.088749 -18.005502 -17.545087 -0.1 -0.1 -0.2 0.064
H 0.359208 -19.290682 -16.428939 0.1 0.0 -0.1 0.094
H -0.405082 -21.916020 -18.616839 0.1 0.2 -0.2 0.102
H -0.109562 -21.554889 -16.948593 -0.1 0.4 0.3 0.127
H -2.633493 -20.904027 -16.783960 0.1 0.2 0.0 0.125
H -2.408725 -23.532227 -18.414568 0.3 0.5 -0.3 0.076
H -3.712570 -22.937597 -17.416483 0.0 0.0 0.1 0.076
H -2.114839 -23.308482 -16.703709 -0.3 -0.2 0.0 0.077
H -2.901025 -21.520710 -19.653017 0.2 -0.4 0.3 0.072
H -2.324352 -20.098757 -19.171928 -0.3 0.1 -0.1 0.028
C 2.366843 -10.793703 -17.863217 -0.8 -0.8 0.5 -0.095
O 2.727786 -11.819827 -18.758124 0.1 0.0 -0.9 -0.203
C 3.150165 -13.020862 -18.172270 0.7 0.0 1.0 -0.209
C 3.828610 -13.943815 -19.168479 0.4 0.0 -0.8 -0.409
C 4.715015 -14.983944 -18.500705 -0.6 -0.9 0.0 -0.050
N 4.657881 -13.227231 -20.173214 -0.8 0.5 0.0 0.040
H 1.319604 -10.954162 -17.570723 0.0 0.3 0.0 0.090
H 2.466738 -9.833204 -18.358492 0.1 0.0 0.0 0.088
H 2.930681 -10.860057 -16.926203 0.3 0.3 -0.2 0.087
H 3.893414 -12.762898 -17.399875 0.0 -0.1 0.1 0.128
H 2.345648 -13.578513 -17.678082 -0.1 0.1 -0.1 0.133
H 3.039364 -14.434026 -19.748132 0.2 -0.1 0.1 0.115
H 5.573895 -14.583804 -17.963087 -0.1 0.3 0.0 0.088
H 5.085729 -15.692123 -19.244404 0.1 0.3 -0.2 0.056
H 4.125429 -15.630508 -17.842954 0.2 0.4 0.3 0.068
H 5.354669 -12.680313 -19.671474 0.1 -0.1 -0.2 0.098
H 4.015566 -12.536462 -20.569805 0.3 0.2 0.1 0.082
C 8.459623 -20.232180 -24.607250 0.2 0.1 0.5 -0.113
O 7.615784 -19.189374 -24.177237 0.2 0.3 0.2 -0.191
C 7.519830 -19.133756 -22.759406 -0.6 -0.2 -0.5 -0.207
C 6.644965 -17.954865 -22.376583 -0.3 -0.1 1.2 -0.390
C 6.723839 -17.680909 -20.862217 0.0 -0.1 -0.7 -0.045
N 5.201671 -18.193927 -22.683595 1.5 -0.3 -0.2 0.071
H 9.471378 -20.101416 -24.196271 0.1 0.2 -0.3 0.086
H 8.470907 -20.174773 -25.691842 0.1 -0.3 0.0 0.088
H 8.146196 -21.209251 -24.217496 -0.3 0.0 -0.3 0.089
H 7.060302 -20.082509 -22.461757 -0.1 0.1 0.5 0.106
H 8.497818 -19.073292 -22.270019 0.1 0.2 -0.2 0.128
H 6.980383 -17.038636 -22.872154 0.3 -0.2 -0.3 0.139
H 6.159520 -16.767185 -20.673535 0.1 0.0 0.2 0.049
H 7.762227 -17.568232 -20.546809 -0.1 0.1 0.2 0.081
H 6.234478 -18.498969 -20.333763 0.2 0.0 0.2 0.074
H 5.213181 -18.773405 -23.522797 -0.4 0.3 -0.1 0.091
H 4.870239 -17.272789 -22.939391 -0.7 -0.3 0.0 0.041
C -0.339516 -13.415910 -21.067787 -0.1 0.0 -0.7 -0.103
O -0.731248 -14.658094 -20.548157 0.7 -0.5 0.7 -0.205
C -1.343932 -15.556131 -21.453062 -1.2 1.2 0.1 -0.207
C -2.320171 -16.462591 -20.668991 1.6 -0.7 -0.1 -0.413
C -1.495076 -17.575921 -20.005734 -0.6 0.4 0.1 -0.061
N -3.391050 -17.029225 -21.476785 0.1 0.3 0.1 0.042
H 0.446325 -12.952491 -20.471216 -0.2 -0.2 0.4 0.078
H -1.224752 -12.772670 -21.123965 0.2 0.2 -0.1 0.092
H 0.100388 -13.507335 -22.071850 -0.2 -0.1 -0.1 0.082
H -1.984131 -14.970480 -22.130271 0.2 0.0 -0.3 0.118
H -0.581258 -16.081301 -22.036007 -0.1 -0.3 -0.1 0.118
H -2.730533 -15.862582 -19.857836 -0.2 0.1 -0.2 0.143
H -2.191952 -18.208155 -19.461896 0.2 -0.1 0.1 0.064
H -0.786214 -17.122259 -19.314638 0.0 0.0 0.1 0.062
H -0.913870 -18.180871 -20.704166 -0.2 0.0 -0.2 0.083
H -3.950513 -16.271478 -21.854405 -0.1 -0.2 -0.1 0.069
H -2.997333 -17.540990 -22.259693 -0.1 0.0 0.0 0.075
C 5.484902 -19.686997 -17.215913 -0.1 1.2 -0.5 -0.113
O 6.734353 -20.335926 -17.280038 0.2 -0.5 0.1 -0.184
C 7.101742 -20.983066 -16.082647 -0.9 -1.2 0.1 -0.240
C 8.451197 -21.672674 -16.165332 0.7 2.0 -0.1 -0.429
C 8.830284 -22.224022 -14.807636 0.1 -1.4 -0.4 -0.078
N 9.437515 -20.645917 -16.589574 0.4 -0.7 0.2 0.032
H 4.956255 -19.739458 -16.262407 0.2 -0.4 0.1 0.089
H 4.813298 -19.988631 -18.020794 0.1 -0.4 0.1 0.072
H 5.658846 -18.619537 -17.392982 0.0 0.1 0.1 0.080
H 7.115766 -20.275939 -15.245542 0.1 0.1 0.0 0.128
H 6.351507 -21.752400 -15.835955 -0.1 0.1 0.0 0.128
H 8.521101 -22.489741 -16.883844 -0.5 0.1 -0.1 0.140
H 8.077619 -22.968892 -14.528470 -0.2 0.3 0.3 0.079
H 8.995090 -21.512573 -14.002000 -0.1 0.2 -0.1 0.079
H 9.722498 -22.841495 -14.936604 0.2 0.3 0.1 0.078
H 9.454347 -19.908184 -15.894615 0.0 0.1 -0.1 0.066
H 9.160182 -20.233103 -17.469670 -0.1 0.0 0.0 0.059
```
Positions in Å, forces in eV/Å.

Summary:
- 2S+1: 1
- SMILES: O=C1C=C(O)C(=O)C=C1O.O=C1C=C(O)C(=O)C=C1O.C[N+](=O)[O-].COC[C@H](C)N.COC[C@H](C)N.COC[C@H](C)N.COC[C@H](C)N.COC[C@H](C)N
- HOMO level: -8.838 eV
- E_LUMO: -1.67 eV
- Energy above the lowest of the compared OMol25 structures with the same formula, charge and spin: 0.000 eV
- Largest force on an atom: 2.15 eV Å⁻¹

Entry 2:
Here is C5H5N in the gas phase from the Open Molecules 2025 dataset. Energies are from ωB97M-V with the def2-TZVPD basis set.

The geometry in XYZ format:
```
11
Properties=species:S:1:pos:R:3:forces:R:3:nbo_charge:R:1
C 2.584551 0.124167 0.368850 -0.4 0.1 -0.2 -0.221
C 1.491170 0.287190 -0.107003 0.5 -0.1 0.2 -0.025
C 0.111048 0.426552 -0.576933 0.0 0.0 0.0 -0.461
C -0.805048 -0.444328 0.304788 0.0 -0.1 0.1 -0.494
C -2.227593 -0.219260 0.035344 -1.0 0.2 -0.2 0.280
N -3.348935 -0.028374 -0.173087 1.1 -0.2 0.2 -0.316
H 3.555196 -0.013434 0.792132 -0.1 0.0 -0.1 0.240
H -0.201812 1.475157 -0.523247 0.1 -0.2 0.0 0.245
H 0.024778 0.121072 -1.625593 0.0 0.0 0.2 0.243
H -0.574964 -1.502484 0.145630 -0.1 0.1 0.0 0.253
H -0.608395 -0.226253 1.359114 -0.1 0.0 -0.1 0.256
```
Positions in Å, forces in eV/Å.

Summary:
- 2S+1: 1
- SMILES: C#CCCC#N
- HOMO level: -10.611 eV
- E_LUMO: 0.73 eV
- Energy above the lowest of the compared OMol25 structures with the same formula, charge and spin: 1.990 eV
- Largest force on an atom: 1.11 eV Å⁻¹

Entry 3:
Here is 2 unconnected molecules or ions with the total composition C2H4NP from the Open Molecules 2025 dataset. Energies are from ωB97M-V with the def2-TZVPD basis set.

The geometry in XYZ format:
```
8
Properties=species:S:1:pos:R:3:forces:R:3:mulliken_spin:R:1
C -0.613098 0.009040 -0.053576 0.7 -2.5 -1.4 0.028
C -0.751067 -0.349324 -1.297472 -1.0 -0.9 -0.9 -0.002
N 2.125230 -0.148477 2.095607 -0.6 -5.8 1.2 1.110
P 2.267907 1.261615 1.798043 0.6 5.8 -1.2 0.876
H -0.885326 0.892932 0.275282 -1.2 4.4 1.4 -0.006
H -0.278186 -0.638346 0.661135 1.0 -1.7 1.8 -0.008
H -0.605082 -1.426006 -1.566005 0.0 1.4 -0.3 0.000
H -1.260378 0.398565 -1.913014 0.4 -0.7 -0.6 0.001
```
Positions in Å, forces in eV/Å.

Summary:
- 2S+1: 3
- HOMO level (alpha / beta): -6.943 / -10.239 eV
- E_LUMO (alpha / beta): -0.48 / -3.98 eV
- Energy above the lowest of the compared OMol25 structures with the same formula, charge and spin: 4.024 eV
- Largest force on an atom: 5.96 eV Å⁻¹